C53H71CsN5O5P as an isolated structure at a distorted geometry, computed with ωB97M-V/def2-TZVPD.

Geometry as XYZ:
```
136
Properties=species:S:1:pos:R:3
Cs 0.6103 -1.6147 0.3065
C -0.9989 -3.1305 3.9248
C -0.0506 -1.9988 3.6531
O -0.2771 -1.1751 2.7763
N 1.0652 -1.9279 4.4155
C 2.0314 -0.8629 4.2688
C 3.2878 -1.1859 3.4948
C 4.4964 -0.6562 3.9269
C 5.6323 -0.8881 3.1706
C 5.5078 -1.6535 2.0274
C 4.2597 -2.1537 1.6788
N 3.1554 -1.9179 2.3925
H -1.1688 -3.6512 2.9772
H -1.9477 -2.7176 4.2638
H -0.6303 -3.8310 4.6699
H 1.2743 -2.6926 5.0344
H 2.3072 -0.4994 5.2610
H 1.5128 -0.0547 3.7454
H 4.5396 -0.0770 4.8390
H 6.5898 -0.4877 3.4755
H 6.3663 -1.8730 1.4079
H 4.1083 -2.7641 0.8008
O -7.6157 -1.0906 -1.6426
C -6.5721 -0.5471 -0.9755
O -6.6008 0.6115 -0.6617
C -5.4461 -1.4599 -0.6293
C -5.1657 -2.6278 -1.3304
C -4.0702 -3.4016 -0.9935
C -3.2269 -3.0125 0.0481
C -3.5275 -1.8581 0.7802
C -4.6199 -1.0889 0.4300
N -2.1112 -3.7662 0.4154
C -1.4114 -4.2978 -0.4993
C -0.2699 -5.1798 -0.2137
C 0.2859 -5.8952 -1.2704
C 1.3153 -6.7749 -1.0054
C 1.7454 -6.9077 0.3024
C 1.1361 -6.1371 1.2841
N 0.1562 -5.2778 1.0468
H -7.5198 -2.0498 -1.6971
H -5.7778 -2.9338 -2.1712
H -3.8684 -4.3153 -1.5381
H -2.8801 -1.5841 1.6060
H -4.8610 -0.1860 0.9702
H -1.6339 -4.1527 -1.5627
H -0.0752 -5.7349 -2.2767
H 1.7763 -7.3425 -1.8027
H 2.5464 -7.5842 0.5661
H 1.4681 -6.2065 2.3131
N 4.1437 -1.4003 -2.2106
C 3.6733 -2.3204 -3.2433
C 3.1983 -3.6076 -2.5970
C 2.0913 -3.3330 -1.5708
O 1.0081 -2.8689 -1.9986
O 2.3335 -3.5731 -0.3710
H 4.4678 -0.5291 -2.6153
H 4.9216 -1.8110 -1.7065
H 4.4340 -2.5435 -4.0060
H 2.8266 -1.8552 -3.7478
H 4.0276 -4.1101 -2.0934
H 2.8048 -4.2782 -3.3630
C -0.0650 1.3898 5.4716
C 0.9798 2.2251 4.7345
C 1.1185 3.6075 5.3774
C 0.6934 2.3810 3.2566
C 1.7331 2.5124 2.3565
C 1.5457 2.7830 1.0014
C 2.8541 2.8318 0.2239
C 2.9057 3.6344 -1.0737
C 3.3640 1.3981 0.0527
C 0.2343 2.9452 0.5210
C -0.8310 2.7989 1.4267
C -0.5894 2.4992 2.7594
C -2.2710 3.0338 1.0233
C -3.1965 1.9339 1.5449
C -2.7452 4.4106 1.5072
C -0.1001 3.5933 -0.7987
C 0.0108 4.9870 -0.7313
C -0.3618 5.8177 -1.7699
C -0.8845 5.2544 -2.9219
C -0.9963 3.8794 -3.0081
C -0.6073 3.0147 -1.9807
P -0.8285 1.1817 -2.2036
C 0.3410 0.7721 -3.6469
C -0.0482 -0.5664 -4.2793
C 0.5205 1.8075 -4.7599
C 1.6967 0.5747 -2.9656
C -2.6087 0.9796 -2.8575
C -2.9545 -0.5094 -2.6761
C -2.9390 1.3893 -4.2943
C -3.5264 1.7651 -1.9215
H 0.2592 1.1987 6.4951
H -0.2309 0.4360 4.9716
H -1.0206 1.9103 5.5287
H 1.9465 1.7181 4.8249
H 0.1825 4.1608 5.2916
H 1.8976 4.1880 4.8842
H 1.3671 3.5197 6.4354
H 2.7503 2.4161 2.7244
H 3.5634 3.3266 0.8969
H 2.2052 3.2896 -1.8322
H 3.9109 3.5685 -1.4903
H 2.6878 4.6857 -0.8857
H 2.6466 0.7813 -0.4795
H 3.5386 0.9347 1.0264
H 4.3026 1.3795 -0.5026
H -1.4289 2.3957 3.4291
H -2.3258 3.0280 -0.0633
H -3.3006 1.9737 2.6276
H -2.7937 0.9562 1.2855
H -4.1925 2.0313 1.1110
H -2.6956 4.4720 2.5949
H -3.7767 4.5876 1.2014
H -2.1247 5.2067 1.0953
H 0.3982 5.4188 0.1831
H -0.2597 6.8898 -1.6716
H -1.2063 5.8748 -3.7467
H -1.4071 3.4615 -3.9125
H -0.9517 -0.4953 -4.8823
H -0.1576 -1.3509 -3.5308
H 0.7631 -0.8741 -4.9444
H -0.4054 2.0224 -5.2917
H 1.2290 1.4093 -5.4905
H 0.9305 2.7439 -4.3826
H 1.6774 -0.3121 -2.3311
H 1.9693 1.4463 -2.3701
H 2.4741 0.4330 -3.7207
H -2.4399 -1.1495 -3.3901
H -4.0298 -0.6441 -2.8209
H -2.7072 -0.8485 -1.6679
H -2.2578 0.9581 -5.0253
H -2.9558 2.4710 -4.4224
H -3.9438 1.0293 -4.5300
H -3.3950 1.4466 -0.8913
H -4.5700 1.5852 -2.1869
H -3.3450 2.8397 -1.9913
```

**Total charge**: 0

Atom charges from the Mulliken analysis, given in e for atoms 1 to 99: Cs 0.492; C -1.105; C 0.304; O -0.196; N 0.069; C 0.964; C 0.194; C -0.827; C -0.608; C -0.832; C -0.397; N 0.020; H 0.132; H 0.264; H 0.410; H 0.254; H 0.548; H -1.169; H 0.396; H 0.410; H 0.436; H 0.667; O -0.527; C 0.419; O -0.517; C 1.010; C -0.736; C -0.753; C 0.236; C -0.039; C -0.727; N -0.163; C -0.923; C 0.878; C -0.640; C -0.449; C -0.568; C -0.229; N -0.140; H 0.369; H 0.267; H 0.581; H 0.518; H 0.515; H 0.128; H 0.404; H 0.441; H 0.384; H 0.434; N -0.333; C -0.209; C -1.206; C 0.404; O -0.442; O -0.250; H 0.260; H 0.206; H 0.413; H -0.143; H 0.343; H 0.349; C -1.497; C 0.575; C -1.656; C 0.469; C -0.656; C 0.138; C 0.783; C -1.995; C -0.325; C 1.541; C 0.127; C -0.630; C 2.175; C -2.415; C -1.813; C -0.531; C -0.412; C -1.190; C -0.929; C -0.160; C 0.176; P 1.261; C 2.447; C -2.199; C -2.062; C -0.765; C 2.623; C -2.316; C -1.871; C -1.845; H 0.412; H 0.195; H 0.390; H -0.144; H 0.327; H 0.355; H 0.473; H 0.387

---

C53H72AsCl2GeNO2PPtSbSi3 as an isolated structure at a distorted geometry, computed with ωB97M-V/def2-TZVPD.

Geometry as XYZ:
```
138
Properties=species:S:1:pos:R:3
Pt 0.5491 1.0152 -0.3156
C -0.6619 -1.8530 -2.3262
C -0.9978 -2.1481 -3.7782
As -1.9408 -3.8917 -3.9771
C -3.3339 -3.5178 -2.6627
C -4.1293 -2.3719 -2.7304
C -5.1027 -2.1398 -1.7709
C -5.2931 -3.0508 -0.7367
C -4.5025 -4.1859 -0.6586
C -3.5226 -4.4171 -1.6191
C -2.9149 -3.3878 -5.5885
C -2.3175 -2.6172 -6.5823
C -3.0427 -2.2304 -7.7024
C -4.3621 -2.6328 -7.8494
C -4.9493 -3.4379 -6.8828
C -4.2258 -3.8237 -5.7636
P -0.0725 -0.1198 -2.1623
C -1.6369 0.7181 -2.6251
C -1.9966 1.0236 -3.9364
C -3.2646 1.5115 -4.2211
C -4.1853 1.6973 -3.2015
C -3.8329 1.4056 -1.8892
C -2.5658 0.9217 -1.6027
C 1.1544 0.1904 -3.4362
C 1.2221 1.4160 -4.0924
C 2.2440 1.6567 -4.9968
C 3.2170 0.6928 -5.2238
C 3.1586 -0.5285 -4.5643
C 2.1329 -0.7786 -3.6674
H 0.0775 -2.5533 -1.9282
H -1.5525 -1.9084 -1.6966
H -0.1045 -2.1636 -4.4003
H -1.6674 -1.3950 -4.1867
H -3.9995 -1.6654 -3.5447
H -5.7207 -1.2521 -1.8344
H -6.0637 -2.8752 0.0038
H -4.6495 -4.8974 0.1450
H -2.9086 -5.3086 -1.5619
H -1.2795 -2.3158 -6.4949
H -2.5724 -1.6221 -8.4649
H -4.9262 -2.3347 -8.7235
H -5.9715 -3.7737 -7.0038
H -4.6887 -4.4593 -5.0176
H -1.2854 0.8949 -4.7431
H -3.5321 1.7457 -5.2436
H -5.1745 2.0752 -3.4261
H -4.5466 1.5522 -1.0880
H -2.3004 0.6732 -0.5812
H 0.4764 2.1757 -3.8923
H 2.2963 2.6027 -5.5199
H 4.0277 0.8946 -5.9116
H 3.9172 -1.2794 -4.7408
H 2.0905 -1.7333 -3.1541
Cl 0.4054 -4.6776 4.8878
C -1.0994 -4.2751 4.1256
C -2.2768 -4.6845 4.7296
C -3.4977 -4.3193 4.1868
C -3.5394 -3.5174 3.0571
C -2.3555 -3.1130 2.4705
Cl -2.4177 -2.0840 1.0597
C -1.1037 -3.5040 2.9587
N 0.0579 -3.0563 2.3361
C 1.1464 -3.8622 1.9354
C 1.0056 -5.2296 1.7339
C 2.0703 -5.9835 1.2683
C 3.2944 -5.3829 1.0132
C 3.4457 -4.0268 1.2506
C 2.3870 -3.2539 1.7147
C 2.6315 -1.8200 2.1137
C 1.9634 -0.7498 1.3089
O 2.4901 0.4583 1.2682
O 0.8785 -0.9627 0.7420
H -2.2287 -5.2791 5.6316
H -4.4173 -4.6436 4.6544
H -4.4818 -3.2134 2.6214
H -0.0395 -2.2167 1.7912
H 0.0492 -5.6985 1.9310
H 1.9428 -7.0452 1.1023
H 4.1313 -5.9684 0.6577
H 4.4156 -3.5629 1.1044
H 3.6988 -1.6006 2.1213
H 2.2501 -1.6716 3.1372
C 1.8653 4.4400 -2.7674
Ge 0.3247 4.4144 -1.5671
C -1.3374 4.3549 -2.5658
C 0.3164 6.1462 -0.6485
C 0.4895 2.9935 -0.2007
H 1.5196 4.5300 -3.7978
H 2.4842 3.5467 -2.6850
H 2.4820 5.3119 -2.5434
H -1.2239 5.0066 -3.4345
H -2.1654 4.7322 -1.9644
H -1.5916 3.3565 -2.9132
H 0.4004 6.9216 -1.4130
H 1.1574 6.2667 0.0382
H -0.6156 6.3130 -0.1062
H -0.3203 3.1651 0.5246
H 1.4812 3.1985 0.2584
C 0.4866 5.0600 2.7090
Si 2.1980 4.5026 3.1317
C 3.5059 4.9336 1.8978
C 2.5869 5.0790 4.8470
Sb 2.0926 1.8114 3.0147
Si 4.5392 1.1553 3.8321
C 5.5473 1.0793 2.2836
C 4.4672 -0.4425 4.7710
C 5.0120 2.5409 4.9661
Si -0.0706 1.0983 4.3355
C -0.0432 2.2096 5.8176
C -1.4857 1.4243 3.1948
C 0.0163 -0.6861 4.7829
H 0.4827 6.1527 2.6370
H -0.2170 4.7840 3.4991
H 0.1259 4.6612 1.7643
H 3.6396 6.0189 1.8642
H 3.2490 4.5913 0.8934
H 4.4677 4.4900 2.1667
H 2.5242 6.1722 4.8028
H 3.5795 4.8147 5.2030
H 1.8576 4.7335 5.5826
H 4.9552 0.7343 1.4350
H 6.3806 0.3860 2.4268
H 5.9611 2.0572 2.0275
H 4.5929 -1.3068 4.1202
H 3.5393 -0.5728 5.3314
H 5.2894 -0.4488 5.4930
H 5.1237 3.4917 4.4424
H 5.9759 2.3003 5.4252
H 4.2898 2.6771 5.7750
H -0.2305 3.2538 5.5573
H 0.9008 2.1641 6.3677
H -0.8370 1.8821 6.4952
H -1.5520 2.4726 2.8930
H -2.4173 1.1620 3.7056
H -1.4119 0.8151 2.2885
H 0.9046 -0.9437 5.3649
H -0.0082 -1.3324 3.9035
H -0.8599 -0.9228 5.3963
```

**Total charge**: +2

Atom charges from the Mulliken analysis, given in e for atoms 1 to 99: Pt 1.315; C -0.154; C -0.808; As 0.286; C -0.027; C 0.247; C -0.606; C -0.569; C -0.659; C -0.634; C 0.257; C -0.164; C -0.718; C -0.520; C -0.604; C -0.250; P 0.714; C 0.393; C -0.634; C -1.052; C -0.766; C -1.054; C -0.309; C 1.140; C -0.450; C -1.024; C -0.746; C -0.802; C -0.933; H 0.808; H -0.194; H 0.726; H 0.166; H 0.388; H 0.482; H 0.431; H 0.482; H 0.379; H 0.368; H 0.416; H 0.406; H 0.403; H 0.442; H 0.388; H 0.515; H 0.504; H 0.521; H 0.086; H 0.541; H 0.466; H 0.444; H 0.467; H 0.458; Cl -0.180; C 1.320; C -0.574; C -0.679; C -0.709; C -0.028; Cl 0.291; C -1.104; N 1.396; C -0.266; C -0.582; C -0.687; C -0.987; C -0.608; C 0.027; C 0.292; C -0.469; O -1.096; O 0.579; H 0.498; H 0.431; H 0.553; H -0.757; H 0.539; H 0.451; H 0.424; H 0.490; H 0.653; H -0.321; C -1.296; Ge 1.074; C -0.508; C -1.402; C -0.105; H 0.395; H 0.303; H 0.526; H 0.437; H 0.445; H -0.175; H 0.465; H 0.234; H 0.381; H 0.165; H -1.047; C -0.437

---

Calculated values (eV) of Kohn-Sham gap for the records, taken in order: 7.855, 4.571.